This record from the OMol25 dataset describes 11 unconnected molecules or ions with the total composition C22H66O11S9 in a non-equilibrium geometry. The level of theory is ωB97M-V/def2-TZVPD.

Geometry as XYZ:
```
108
Properties=species:S:1:pos:R:3:lowdin_charge:R:1
C -0.417 0.868 -0.024 -0.058
C 0.409 -0.063 -1.004 -0.305
O 0.370 -1.372 -0.470 -0.157
H -1.327 0.608 0.349 0.003
H -0.292 2.077 -0.414 0.142
H 0.127 0.793 0.938 0.036
H 1.503 0.251 -1.300 0.112
H -0.096 -0.156 -1.995 0.084
H 0.684 -1.966 -1.204 0.025
C -2.924 3.425 -2.510 -0.111
C -3.223 1.958 -2.805 -0.295
O -4.617 1.774 -2.477 -0.121
H -3.304 4.141 -3.244 0.064
H -1.858 3.590 -2.313 0.064
H -3.561 4.034 -1.816 0.088
H -2.513 1.587 -1.990 0.103
H -3.087 1.498 -3.684 0.056
H -4.471 1.450 -1.524 0.051
C 4.169 -1.014 -5.522 -0.291
S 4.046 0.649 -4.938 0.816
O 3.646 1.474 -6.174 -0.560
C 2.515 0.501 -4.117 -0.344
H 4.226 -1.772 -4.812 0.005
H 5.101 -1.226 -5.870 0.008
H 3.169 -1.404 -6.087 0.130
H 2.757 -0.243 -3.228 0.062
H 1.543 -0.006 -4.754 0.140
H 2.190 1.509 -3.874 0.038
C -0.016 -4.464 -3.610 -0.204
S 1.595 -3.670 -3.498 0.896
O 1.352 -2.451 -2.667 -0.575
C 2.309 -4.714 -2.251 -0.252
H 0.182 -5.383 -3.936 0.005
H -0.575 -3.852 -4.432 0.105
H -0.507 -4.281 -2.764 0.004
H 3.335 -4.636 -1.946 0.052
H 2.204 -5.770 -2.601 0.073
H 1.718 -4.695 -1.393 0.036
C 0.628 1.300 3.605 -0.276
S 0.377 0.659 5.259 0.932
O -0.976 -0.099 5.071 -0.577
C 1.674 -0.625 4.985 -0.255
H 0.781 0.680 2.950 -0.109
H 1.430 2.146 3.762 0.112
H -0.216 1.768 3.120 0.041
H 1.489 -1.361 4.269 0.016
H 1.861 -1.059 5.942 0.038
H 2.615 -0.081 4.818 0.050
C 3.344 -0.504 1.823 -0.326
S 4.553 -1.160 0.683 0.819
O 5.883 -0.863 1.386 -0.564
C 4.313 -2.912 1.033 -0.242
H 3.396 0.673 1.999 0.082
H 3.631 -0.672 2.932 0.054
H 2.152 -0.843 1.663 0.114
H 3.563 -3.255 0.431 0.001
H 4.404 -3.182 2.065 0.068
H 5.095 -3.508 0.707 0.033
C -2.026 3.523 1.447 -0.324
S -2.897 5.083 1.771 0.803
O -4.159 4.572 2.404 -0.578
C -1.806 5.593 3.063 -0.273
H -2.346 3.075 0.276 0.104
H -2.211 2.758 2.228 0.042
H -0.934 3.816 1.129 0.066
H -1.896 4.839 3.850 0.068
H -2.029 6.450 3.434 -0.035
H -0.733 5.683 2.604 0.103
C -0.919 -3.756 4.428 -0.275
S -2.278 -2.926 3.650 0.822
O -2.799 -2.009 4.742 -0.552
C -1.332 -1.834 2.476 -0.261
H -0.093 -2.927 4.748 0.103
H -0.449 -4.592 3.995 0.026
H -1.610 -4.138 5.161 0.025
H -2.043 -0.957 2.129 0.078
H -0.887 -2.342 1.511 0.075
H -0.599 -1.225 2.807 -0.052
C -4.722 0.465 2.898 -0.256
S -4.904 1.481 1.415 0.776
O -4.219 0.794 0.317 -0.553
C -6.618 1.145 1.293 -0.284
H -4.886 -0.524 2.716 0.009
H -5.120 1.026 3.874 0.126
H -3.621 0.507 3.180 0.044
H -6.944 1.660 0.416 0.031
H -7.286 1.332 2.278 0.125
H -6.626 0.034 1.055 0.078
C -2.732 -1.697 -3.251 -0.292
S -3.893 -1.744 -1.915 0.799
O -5.185 -2.389 -2.386 -0.526
C -3.120 -2.851 -0.870 -0.259
H -2.961 -0.853 -4.077 0.101
H -2.536 -2.742 -3.706 0.057
H -1.611 -1.397 -3.003 0.070
H -2.273 -2.484 -0.390 0.023
H -2.976 -3.614 -1.398 -0.037
H -3.762 -3.242 -0.078 0.091
C 4.145 2.268 -0.653 -0.200
S 5.873 2.250 -1.287 0.874
O 5.681 2.511 -2.827 -0.602
C 6.455 3.858 -0.681 -0.267
H 3.919 3.260 -0.914 0.043
H 4.097 2.075 0.242 -0.077
H 3.572 1.570 -1.240 0.040
H 7.513 3.921 -0.929 0.048
H 6.596 3.852 0.444 0.075
H 5.826 4.667 -0.926 0.036
```

Its energy relative to the best compared isomer or geometry (same formula, charge and spin) is 197.6 kJ/mol. The calculation puts the LUMO energy at -0.297 eV. As for the HOMO-LUMO gap: 8.1 eV. The max |F| is 11.282 eV Å⁻¹. The highest occupied orbital energy is -8.4 eV.


This record from the OMol25 dataset describes 11 unconnected molecules or ions with the total composition C22H66O16 in a non-equilibrium geometry. The level of theory is ωB97M-V/def2-TZVPD.

Geometry as XYZ:
```
104
Properties=species:S:1:pos:R:3:lowdin_charge:R:1
O 5.916 -13.760 29.401 -0.054
C 5.579 -14.908 28.606 -0.262
C 6.431 -16.021 28.978 -0.287
O 5.903 -17.248 28.624 -0.016
H 5.600 -13.035 28.849 0.083
H 4.618 -15.070 28.989 0.074
H 5.497 -14.651 27.540 0.117
H 6.548 -16.086 30.098 0.146
H 7.492 -15.857 28.869 0.114
H 5.959 -17.379 27.714 0.016
O 9.334 -18.771 22.811 -0.013
C 8.703 -18.744 23.996 -0.318
C 7.285 -18.877 23.792 -0.272
O 6.606 -19.054 24.967 -0.051
H 10.271 -18.904 22.925 0.101
H 8.997 -19.679 24.466 0.137
H 9.102 -17.952 24.576 0.109
H 7.039 -19.701 23.094 0.147
H 6.934 -17.914 23.401 0.125
H 6.264 -19.930 24.931 0.053
O 8.511 -13.502 25.275 -0.059
C 7.666 -14.552 25.793 -0.236
C 7.739 -15.773 25.040 -0.239
O 7.224 -16.678 25.987 -0.061
H 8.371 -12.704 25.797 0.084
H 7.963 -14.698 26.807 0.117
H 6.726 -14.082 25.812 0.087
H 8.781 -15.948 24.875 0.115
H 7.256 -15.945 24.125 0.105
H 7.014 -17.491 25.506 0.027
O 2.038 -19.967 21.588 -0.065
C 2.868 -19.591 22.713 -0.253
C 3.504 -18.376 22.438 -0.236
O 2.504 -17.424 22.630 -0.064
H 1.111 -20.301 21.691 0.116
H 2.293 -19.624 23.689 0.118
H 3.579 -20.459 22.750 0.131
H 3.920 -18.330 21.392 0.171
H 4.219 -17.964 23.118 0.119
H 1.917 -17.530 21.915 0.098
O 3.542 -15.080 22.769 -0.057
C 4.062 -14.611 23.987 -0.282
C 4.033 -13.211 24.006 -0.292
O 4.541 -12.778 25.222 -0.061
H 3.067 -15.905 22.854 0.008
H 3.444 -15.064 24.862 0.142
H 5.042 -15.099 24.022 0.119
H 3.011 -12.869 23.876 0.123
H 4.657 -12.787 23.271 0.125
H 4.014 -13.280 25.874 0.036
C 0.630 -19.761 26.106 -0.068
C -0.009 -18.829 25.200 -0.348
O 0.780 -17.772 24.819 -0.078
H -0.154 -20.347 26.440 0.063
H 0.740 -19.261 27.100 0.097
H 1.344 -20.427 25.615 0.077
H -0.776 -18.325 25.885 0.129
H -0.663 -19.262 24.494 0.113
H 1.216 -18.116 24.004 0.078
C 3.879 -21.739 25.428 -0.129
C 5.166 -22.267 25.295 -0.330
O 5.652 -21.839 24.016 -0.084
H 3.468 -22.057 26.420 0.122
H 3.167 -22.042 24.701 0.078
H 3.828 -20.699 25.436 0.036
H 5.150 -23.314 25.342 0.110
H 5.768 -21.839 26.095 0.127
H 6.154 -22.612 23.643 0.123
C 0.100 -14.416 24.938 -0.065
C -0.237 -13.568 23.807 -0.371
O 0.637 -13.860 22.820 -0.033
H 1.097 -14.064 25.161 0.078
H 0.089 -15.430 24.823 0.035
H -0.465 -14.192 25.843 0.083
H -0.233 -12.605 24.141 0.089
H -1.215 -13.822 23.384 0.125
H 0.318 -13.598 21.956 0.098
C 3.855 -17.748 26.014 -0.039
C 2.916 -17.282 27.064 -0.330
O 2.007 -16.383 26.664 -0.076
H 4.315 -18.652 26.467 0.105
H 4.485 -16.990 25.774 0.038
H 3.395 -18.009 25.108 0.043
H 3.440 -16.816 27.842 0.096
H 2.403 -18.156 27.421 0.096
H 1.431 -16.668 25.959 0.038
C -2.029 -16.161 27.724 -0.087
C -0.828 -15.957 28.544 -0.367
O -0.047 -17.086 28.522 -0.070
H -2.509 -17.116 27.839 0.082
H -1.730 -16.060 26.699 0.055
H -2.753 -15.388 27.929 0.082
H -1.038 -15.756 29.600 0.128
H -0.263 -15.121 28.105 0.094
H -0.013 -17.279 27.554 0.056
C 2.228 -13.989 29.330 -0.092
C 2.122 -13.306 28.113 -0.329
O 3.099 -13.861 27.287 -0.096
H 3.115 -13.704 29.860 0.082
H 2.032 -15.011 29.170 0.071
H 1.535 -13.665 30.167 0.117
H 2.316 -12.264 28.119 0.119
H 1.173 -13.379 27.539 0.111
H 2.900 -14.790 27.279 0.036
```

Its energy relative to the best compared isomer or geometry (same formula, charge and spin) is 586.2 kJ/mol. The calculation puts the LUMO energy at -0.019 eV. As for the HOMO-LUMO gap: 9.0 eV. The max |F| is 6.697 eV Å⁻¹. The highest occupied orbital energy is -9.0 eV.